Formula: C6H11N3O2
Source: the OMol25 dataset
Level of theory: ωB97M-V with the def2-TZVPD basis set

Its LUMO energy (alpha / beta) is -0.034 / -0.034 Eh. As for the highest occupied orbital energy (alpha / beta): -7.958 / -7.910 eV. The calculation puts the energy relative to the best compared isomer or geometry (same formula, charge and spin) at 518.50 kJ/mol. As for the calculated total energy: -549.7493 hartree. As for the spin multiplicity: 1.

Geometry (Å):
C (-1.63258, 0.34026, -0.30255)
C (-0.65870, 1.34286, 0.05018)
C (1.06672, -0.11955, 0.28055)
C (0.44209, -0.98558, 1.33862)
C (-2.50672, -1.72760, -0.93421)
C (1.63271, 2.24991, -0.11098)
N (-1.37096, -0.92551, -0.61356)
N (0.62971, 1.13885, 0.10436)
N (2.29555, -0.60651, -0.32193)
O (2.83283, -1.56084, 0.21005)
O (2.76047, -0.01958, -1.31426)
H (-2.73389, 0.61523, -0.23341)
H (-1.02399, 2.34293, 0.41331)
H (-0.11836, -0.33024, 1.87584)
H (1.23051, -1.41101, 2.04854)
H (-0.07358, -1.79998, 0.97065)
H (-2.61222, -2.61423, -0.21720)
H (-3.49409, -1.31952, -1.01463)
H (-2.34441, -2.14163, -1.86948)
H (2.40121, 1.83665, -0.78843)
H (1.08259, 3.10717, -0.38269)
H (2.19514, 2.58792, 0.81123)

Atom charges from the natural (NBO) analysis, given in e for atoms 1 to 5: number 1, C, carries 0.003; number 2, C, carries -0.065; number 3, C, carries 0.251; number 4, C, carries -0.637; number 5, C, carries -0.436

Formula: C6H9N3
Source: the OMol25 dataset
Level of theory: ωB97M-V with the def2-TZVPD basis set

Its LUMO energy is 0.033 Eh. As for the highest occupied orbital energy: -9.134 eV. As for the SMILES: C=CCn1cc(C)nn1. The calculation puts the energy relative to the best compared isomer or geometry (same formula, charge and spin) at 177.70 kJ/mol. As for the calculated total energy: -398.2078 hartree. As for the spin multiplicity: 1.

Geometry (Å):
C (0.80051, -0.56534, -0.58432)
C (2.00222, -0.06222, -0.03528)
C (-1.49576, 0.46117, -0.59028)
C (-2.29058, -0.25174, 0.62045)
C (3.35633, -0.67068, -0.32903)
C (-3.32301, 0.44493, 1.10056)
N (1.80020, 1.17155, 0.44096)
N (0.55104, 1.39967, 0.35329)
N (-0.04876, 0.42083, -0.28501)
H (-1.54724, -0.11947, -1.43635)
H (-1.76805, 1.45283, -0.73164)
H (-2.02145, -1.27122, 0.91423)
H (4.03894, -0.57923, 0.50985)
H (3.12737, -1.71190, -0.50154)
H (3.93242, -0.28009, -1.18772)
H (-4.04395, 0.15524, 1.94166)
H (-3.57664, 1.46507, 0.75489)
H (0.50641, -1.45941, -0.95473)

Atom charges from the natural (NBO) analysis, given in e for atoms 1 to 5: number 1, C, carries -0.119; number 2, C, carries 0.087; number 3, C, carries -0.217; number 4, C, carries -0.202; number 5, C, carries -0.637